DFT (ωB97M-V/def2-TZVPD) results for 2 unconnected molecules or ions with the total composition C9H13N3O5P.

Properties
Total energy, eV: -33533.465
M, g/mol: 274.19
HOMO level, eV: -12.4

The geometry in ORCA input format:
```
! wB97M-V def2-TZVPD RIJCOSX def2/J DEFGRID3
* xyz 1 1
O 3.4843 2.1866 -1.4847
P 2.0875 1.7826 -1.5812
N 1.7621 0.5354 -0.4150
C 1.8569 -0.7633 -0.7150
N 1.0064 -1.7237 -0.2650
C 1.8930 -2.9414 -0.1748
C 2.8566 -2.7196 -1.3314
N 2.8649 -1.2268 -1.4839
H 1.7626 1.1724 -2.7961
H 1.1494 2.7725 -1.2882
H 1.5335 0.7951 0.5367
H 0.1811 -1.8554 -0.8404
H 1.2908 -3.8328 -0.2082
H 2.4298 -2.8188 0.7565
H 3.8696 -3.0508 -1.1460
H 2.5758 -3.2289 -2.2451
H 3.7282 -0.8319 -1.1112
C -3.8420 1.7650 1.5191
C -3.8860 0.5789 0.8881
C -2.6332 -0.1407 0.4601
O -2.7357 -1.2142 -0.1020
C -1.3587 0.4968 0.7333
C -1.3136 1.6707 1.3627
C -2.5612 2.3858 1.8066
O -2.4068 3.4439 2.3800
O -0.1696 2.2910 1.6480
O -5.0127 -0.0425 0.5939
H -4.7350 2.2882 1.8295
H -0.4703 -0.0190 0.4248
H -0.4288 3.1204 2.1020
H -4.7790 -0.8756 0.1469
*
```

These are the Löwdin partial charges, in e, on atoms 1 to 5: atom 1 (O): -0.375, atom 2 (P): 0.702, atom 3 (N): -0.009, atom 4 (C): -0.414, atom 5 (N): 0.103